# 1
{"formula": "C27H46IN4O12S2", "method": "ωB97M-V/def2-TZVPD", "elements": ["N", "C", "N", "O", "C", "C", "C", "C", "S", "O", "O", "O", "N", "C", "S", "C", "N", "C", "C", "C", "C", "I", "H", "H", "H", "H", "H", "H", "H", "H", "H", "H", "H", "H", "H", "H", "H", "H", "H", "H", "H", "H", "H", "H", "O", "C", "O", "C", "C", "C", "H", "H", "H", "H", "H", "H", "O", "C", "O", "C", "C", "C", "H", "H", "H", "H", "H", "H", "O", "C", "O", "C", "C", "C", "H", "H", "H", "H", "H", "H", "O", "C", "O", "C", "C", "C", "H", "H", "H", "H", "H", "H"], "positions_angstrom": [[-4.85830, -2.99821, -1.12993], [-4.16543, -2.15466, -2.15252], [-5.05723, -2.21839, -3.34981], [-4.10511, -0.76295, -1.78482], [-2.93067, -0.42321, -1.03417], [-3.01424, 1.18424, -0.81132], [-1.76511, 1.98360, -1.39241], [-2.00643, 3.54864, -1.07984], [-0.46524, 4.44501, -0.61436], [0.47454, 3.66776, 0.25827], [0.22484, 4.86591, -1.88041], [-0.81281, 5.88214, 0.19367], [-3.10531, -1.02489, 0.35010], [-2.02659, -0.96334, 1.02706], [-0.61180, -1.38448, 1.78508], [-1.58444, -0.87914, -1.74853], [-1.58652, -2.37693, -1.78314], [-2.76826, -2.79887, -2.60892], [-2.76283, -4.40182, -2.67063], [-1.95710, -4.98133, -3.94179], [-0.41072, -5.28140, -3.59878], [0.59662, -5.74933, -5.50643], [-5.30585, -3.79493, -1.58455], [-4.12410, -3.28074, -0.47166], [-5.00467, -3.15661, -3.78056], [-4.81608, -1.48380, -4.02121], [-3.23812, 1.42270, 0.27803], [-3.93090, 1.55352, -1.39046], [-0.84659, 1.69193, -0.77146], [-1.55435, 1.79242, -2.48751], [-2.70653, 3.59348, -0.19274], [-2.40764, 4.03452, -2.01680], [-0.00348, 6.20385, 0.64085], [-1.65312, -0.53137, -2.83486], [-0.63544, -0.49395, -1.27653], [-1.62271, -2.83503, -0.85920], [-0.68677, -2.66304, -2.21756], [-2.56198, -2.44799, -3.67787], [-2.17224, -4.75906, -1.75483], [-3.78996, -4.86826, -2.64118], [-2.40484, -6.00696, -4.17142], [-2.06994, -4.28969, -4.83607], [-0.29120, -6.20577, -2.94600], [0.12259, -4.39390, -3.14481], [4.31792, -2.65558, 4.06782], [4.01943, -1.54520, 3.72543], [3.25719, -1.26871, 2.62940], [3.18458, 0.15199, 2.44839], [3.49037, 0.74246, 3.80439], [4.45478, -0.26724, 4.39278], [3.91846, 0.44580, 1.69246], [2.18757, 0.42673, 2.09894], [3.89284, 1.75411, 3.74984], [2.57897, 0.77390, 4.40975], [5.48893, -0.05437, 4.11327], [4.35586, -0.33628, 5.47493], [-5.67595, -5.52268, -4.81190], [-6.18903, -6.12804, -3.90816], [-6.05414, -5.78150, -2.60068], [-6.69488, -6.76796, -1.77549], [-7.69840, -7.44756, -2.68060], [-7.01703, -7.37784, -4.03452], [-5.93344, -7.45939, -1.40360], [-7.17441, -6.28095, -0.92563], [-7.94485, -8.46136, -2.36421], [-8.62571, -6.86826, -2.70707], [-6.35312, -8.22920, -4.20097], [-7.73846, -7.28898, -4.84527], [4.45455, 4.13570, 3.38782], [3.61737, 4.96348, 3.62717], [3.50065, 5.60399, 4.81817], [2.33488, 6.43928, 4.79859], [2.05035, 6.68969, 3.33402], [2.52887, 5.40448, 2.68731], [1.51799, 5.90895, 5.29631], [2.53701, 7.36355, 5.34054], [1.00303, 6.92146, 3.13221], [2.65518, 7.52793, 2.97588], [1.74677, 4.64167, 2.66627], [2.92223, 5.57918, 1.68651], [10.63253, 6.00815, 1.26632], [9.78248, 5.45922, 1.91180], [9.87913, 5.22095, 3.24734], [8.74677, 4.45513, 3.67881], [7.67779, 4.70493, 2.63912], [8.49193, 4.89730, 1.37501], [9.03798, 3.40186, 3.73132], [8.43759, 4.78530, 4.67122], [6.94589, 3.89975, 2.57199], [7.14100, 5.62869, 2.87404], [8.69793, 3.94859, 0.87433], [8.01467, 5.59724, 0.69066]], "energy_ev": -89037.609, "total_charge": 1, "multiplicity": 1}


# 2
{"formula": "C27H47FN2", "method": "ωB97M-V/def2-TZVPD", "elements": ["C", "C", "C", "C", "C", "C", "N", "C", "C", "C", "C", "C", "F", "C", "C", "C", "C", "N", "H", "H", "H", "H", "H", "H", "H", "H", "H", "H", "H", "H", "H", "H", "H", "H", "H", "H", "H", "C", "C", "C", "C", "C", "C", "H", "H", "H", "H", "H", "H", "H", "H", "H", "H", "H", "H", "H", "H", "C", "C", "C", "C", "C", "C", "H", "H", "H", "H", "H", "H", "H", "H", "H", "H", "H", "H", "H", "H"], "positions_angstrom": [[-5.70993, -0.29167, -8.17034], [-5.96698, -1.76694, -8.64700], [-4.81227, -2.39909, -9.51841], [-3.35388, -2.15565, -8.97214], [-3.14069, -2.67233, -7.50320], [-2.98049, -4.13000, -7.23247], [-2.78778, -4.71335, -6.02327], [-2.80569, -3.73331, -5.03827], [-2.64783, -4.19483, -3.61331], [-2.68026, -3.28002, -2.50194], [-2.83549, -1.79843, -2.72399], [-2.85978, -0.72634, -1.59153], [-4.17509, -0.14207, -1.62201], [-1.77510, 0.38058, -1.88676], [-1.68214, 1.47918, -0.74195], [-2.97094, -1.34240, -4.09058], [-2.96524, -2.29019, -5.25536], [-3.11577, -1.73526, -6.52131], [-4.85125, -0.16793, -7.46253], [-6.63668, 0.03057, -7.60294], [-5.58309, 0.45302, -8.99880], [-6.88394, -1.73285, -9.31280], [-6.24222, -2.47410, -7.81342], [-4.97598, -3.52157, -9.50590], [-4.87607, -2.10908, -10.60941], [-3.02707, -1.07713, -9.04987], [-2.63493, -2.72575, -9.63162], [-3.02192, -4.81939, -8.12073], [-2.53541, -5.28477, -3.37251], [-2.59433, -3.61151, -1.43761], [-2.75683, -1.17449, -0.56708], [-0.76081, -0.11663, -1.94469], [-1.97753, 0.87509, -2.87530], [-1.43408, 2.45731, -1.24879], [-2.63220, 1.57274, -0.14486], [-0.85983, 1.24621, -0.01471], [-3.12263, -0.25287, -4.31256], [1.29496, -1.84118, 0.14638], [2.25928, -2.05350, 1.30640], [1.58932, -1.94096, 2.67594], [0.98177, -0.57200, 2.99337], [1.95776, 0.60309, 2.92999], [3.08911, 0.50179, 3.94576], [0.85854, -0.83968, 0.16208], [1.81741, -1.95906, -0.80536], [0.48245, -2.57215, 0.17847], [3.09074, -1.34556, 1.22711], [2.69916, -3.05124, 1.21667], [2.32089, -2.20311, 3.44699], [0.79776, -2.69507, 2.74715], [0.54059, -0.61356, 3.99529], [0.14997, -0.37520, 2.30877], [1.40108, 1.52624, 3.12031], [2.37578, 0.70010, 1.92349], [2.69335, 0.44967, 4.96311], [3.73491, 1.38016, 3.87867], [3.71040, -0.37941, 3.77211], [2.28308, 3.37114, 6.39492], [2.98961, 3.14583, 7.72596], [3.75830, 4.37248, 8.21730], [4.90069, 4.83252, 7.30804], [5.97148, 3.77832, 7.02563], [6.71092, 3.32028, 8.27717], [2.99102, 3.59468, 5.59412], [1.72934, 2.47512, 6.10635], [1.57258, 4.19851, 6.46838], [3.65788, 2.28201, 7.64536], [2.24028, 2.88225, 8.47849], [4.15017, 4.16335, 9.21794], [3.05726, 5.20537, 8.33962], [5.37556, 5.70747, 7.76537], [4.48978, 5.18007, 6.35475], [6.69946, 4.20276, 6.32728], [5.53263, 2.91226, 6.52101], [7.19553, 4.16517, 8.77278], [7.48363, 2.59435, 8.01506], [6.03777, 2.84197, 8.99174]], "energy_ev": -34458.087, "smiles": "CCCCc1cnc2ccc([C@H](F)CC)cc2n1.CCCCCC.CCCCCC", "total_charge": 0, "multiplicity": 1}


# 3
{"formula": "C27H47NO13", "method": "ωB97M-V/def2-TZVPD", "elements": ["O", "C", "O", "C", "C", "C", "H", "H", "H", "H", "H", "H", "O", "C", "O", "C", "C", "C", "H", "H", "H", "H", "H", "H", "O", "C", "O", "C", "C", "C", "H", "H", "H", "H", "H", "H", "O", "C", "O", "C", "C", "C", "H", "H", "H", "H", "H", "H", "O", "C", "O", "C", "C", "C", "H", "H", "H", "H", "H", "H", "C", "O", "H", "H", "H", "H", "C", "O", "H", "H", "H", "H", "C", "O", "H", "H", "H", "H", "N", "C", "C", "C", "C", "H", "H", "H", "H", "H"], "positions_angstrom": [[2.03124, -0.92327, 5.14940], [0.78407, -0.96364, 5.06944], [0.04100, -0.11630, 4.28620], [-1.34628, -0.51268, 4.25093], [-1.53963, -1.15788, 5.56566], [-0.27283, -1.89274, 5.79479], [-1.49180, -1.06864, 3.32474], [-1.89687, 0.42299, 4.15364], [-2.37192, -1.86121, 5.59274], [-1.87274, -0.38178, 6.25471], [-0.22990, -2.89231, 5.36224], [-0.07645, -2.15704, 6.83387], [3.86423, 4.00110, 3.82612], [3.02703, 3.60578, 3.05382], [2.69863, 2.40632, 2.93337], [1.39635, 2.17133, 2.31482], [0.97109, 3.51927, 1.82657], [2.08909, 4.50467, 2.18452], [0.68468, 1.69557, 2.98958], [1.75756, 1.59289, 1.46451], [-0.03358, 3.79310, 2.14868], [0.99140, 3.66225, 0.74619], [1.74987, 5.42634, 2.65734], [2.54111, 4.81649, 1.24297], [-3.03337, 5.52445, -1.12323], [-3.00922, 4.46363, -1.62151], [-4.23256, 3.87871, -1.99629], [-3.97051, 2.90018, -2.86230], [-2.48721, 2.35419, -2.69324], [-1.84206, 3.54682, -2.02119], [-4.31634, 3.15610, -3.86380], [-4.68267, 2.08753, -2.71907], [-2.08527, 2.11467, -3.67770], [-2.33528, 1.50053, -2.03271], [-1.33329, 4.06847, -2.83184], [-1.06576, 3.31493, -1.29201], [6.92536, -0.44057, -2.68977], [5.79528, -0.15674, -2.56309], [5.33745, 0.41392, -1.45977], [3.90533, 0.65507, -1.56646], [3.59949, 0.42092, -3.04278], [4.61627, -0.54772, -3.49943], [3.70058, 1.67863, -1.25262], [3.40362, -0.02136, -0.87449], [3.62320, 1.26677, -3.72986], [2.54737, 0.17363, -3.18418], [4.99238, -0.42264, -4.51482], [4.33889, -1.58416, -3.30723], [-3.16981, -0.09953, 1.25180], [-4.22168, 0.35433, 0.94438], [-5.39836, -0.22720, 1.33368], [-6.50496, 0.56319, 1.05256], [-5.92610, 1.62043, 0.06830], [-4.42651, 1.71383, 0.31633], [-6.92453, 1.00393, 1.95689], [-7.32380, -0.00444, 0.61054], [-6.37591, 2.58567, 0.30085], [-6.07656, 1.22218, -0.93513], [-4.14505, 2.40177, 1.11358], [-3.89053, 1.87121, -0.61965], [-0.02679, -0.57735, -0.91354], [0.26806, -0.11291, 0.34927], [-1.11072, -0.66830, -0.98371], [0.39816, -0.03346, -1.75716], [0.41469, -1.57393, -0.91216], [-0.45471, -0.38876, 0.91769], [-1.68893, -3.47702, 1.27853], [-0.72012, -3.88080, 2.18543], [-1.15899, -3.05175, 0.42624], [-2.13069, -4.39606, 0.89342], [-2.38769, -2.81008, 1.78355], [0.08105, -3.85832, 1.65703], [0.52673, -1.89714, -4.61683], [-0.90572, -1.73258, -4.53109], [0.50302, -2.33746, -5.61366], [0.99451, -0.91677, -4.52664], [0.86707, -2.55791, -3.81955], [-1.27268, -2.59613, -4.32809], [3.10585, -4.72835, -1.94363], [4.37512, -4.97426, -2.30042], [5.21097, -4.35645, -1.36722], [4.44615, -3.92951, -0.29809], [3.11758, -3.99323, -0.74610], [2.26003, -5.03937, -2.39967], [4.56717, -5.50514, -3.22111], [6.27834, -4.28187, -1.51406], [4.80589, -3.47436, 0.61286], [2.13340, -3.89269, -0.31285]], "energy_ev": -56864.483, "smiles": "c1cc[nH]c1.O=C1CCCO1.O=C1CCCO1.O=C1CCCO1.O=C1CCCO1.O=C1CCCO1.CO.CO.CO", "total_charge": 0, "multiplicity": 1}


# 4
{"formula": "C27H48BCuN6O7P2", "method": "ωB97M-V/def2-TZVPD", "elements": ["Cu", "C", "C", "C", "C", "C", "C", "C", "C", "C", "N", "N", "B", "N", "N", "C", "C", "C", "C", "C", "C", "C", "C", "C", "N", "N", "C", "C", "C", "C", "C", "C", "C", "C", "C", "H", "H", "H", "H", "H", "H", "H", "H", "H", "H", "H", "H", "H", "H", "H", "H", "H", "H", "H", "H", "H", "H", "H", "H", "H", "H", "H", "H", "H", "H", "H", "H", "H", "H", "H", "H", "H", "H", "H", "H", "H", "H", "H", "H", "H", "H", "O", "P", "O", "O", "O", "P", "O", "O", "O", "H", "H"], "positions_angstrom": [[-0.09911, 0.58518, 0.80849], [0.22710, -1.58140, -1.89255], [1.23636, -2.40505, -1.10742], [1.03085, -3.88768, -1.44932], [1.10288, -2.22371, 0.38084], [1.67279, -3.00828, 1.39451], [1.12919, -2.55495, 2.58603], [1.44790, -3.11500, 3.94335], [1.80098, -2.03938, 4.97911], [0.36583, -4.07640, 4.43743], [0.27504, -1.56016, 2.29341], [0.28683, -1.34340, 0.94317], [-0.80970, -0.83164, 3.15353], [-2.16056, -0.90837, 2.42060], [-2.20771, -0.36622, 1.15708], [-3.49339, -0.24676, 0.84601], [-4.28527, -0.71980, 1.89943], [-3.41099, -1.09112, 2.89567], [-3.80870, -1.46739, 4.29907], [-3.48295, -0.33709, 5.28224], [-3.28233, -2.81048, 4.80665], [-4.03522, 0.33931, -0.42902], [-3.13525, 0.10695, -1.63736], [-4.36029, 1.82478, -0.24062], [2.17598, 0.85893, 2.43472], [1.87454, 1.03431, 1.12281], [2.75512, 1.91969, 0.57587], [3.64751, 2.29888, 1.56555], [3.23337, 1.60266, 2.70950], [3.84947, 1.65665, 4.08031], [2.81475, 1.50286, 5.19089], [4.97865, 0.63508, 4.22915], [2.85074, 2.34219, -0.87042], [1.93595, 1.56228, -1.79473], [4.29841, 2.22282, -1.35771], [0.40284, -1.69093, -2.96479], [0.25885, -0.52560, -1.65492], [-0.78139, -1.93648, -1.67203], [2.25863, -2.14025, -1.39695], [0.02870, -4.20303, -1.14904], [1.75282, -4.52686, -0.93923], [1.13262, -4.04623, -2.52563], [2.37751, -3.81740, 1.28684], [2.35001, -3.70927, 3.77384], [0.90606, -1.61671, 5.43714], [2.34588, -1.21869, 4.50457], [2.41927, -2.46471, 5.77247], [-0.58400, -3.55880, 4.55602], [0.64817, -4.50125, 5.40467], [0.21739, -4.89483, 3.73018], [-0.82184, -1.35198, 4.22802], [-5.36325, -0.74734, 1.94383], [-4.89766, -1.54752, 4.24390], [-2.40605, -0.17064, 5.34034], [-3.83991, -0.59321, 6.28403], [-3.94434, 0.59809, 4.96419], [-2.24973, -2.71993, 5.13904], [-3.33176, -3.58185, 4.03525], [-3.87540, -3.14203, 5.66312], [-4.98128, -0.18281, -0.60802], [-2.18711, 0.62802, -1.51425], [-3.61700, 0.49092, -2.54072], [-2.93938, -0.95744, -1.78039], [-3.46116, 2.40846, -0.06092], [-5.01687, 1.97372, 0.61839], [-4.85583, 2.21693, -1.13379], [4.48217, 2.97869, 1.47378], [4.29113, 2.65470, 4.17662], [2.39430, 0.49149, 5.20265], [1.98424, 2.19042, 5.04616], [3.27108, 1.69715, 6.16666], [4.59079, -0.37817, 4.09016], [5.43670, 0.69259, 5.22169], [5.75475, 0.79952, 3.47849], [2.56096, 3.39465, -0.93025], [2.14798, 0.49254, -1.72248], [2.08993, 1.87060, -2.83291], [0.89144, 1.74020, -1.54628], [4.63847, 1.18662, -1.28281], [4.97783, 2.83840, -0.76767], [4.37481, 2.53663, -2.40329], [-0.80627, 2.68881, 4.55220], [-1.23751, 1.97774, 3.18325], [-2.68034, 2.00373, 2.93766], [-0.50945, 0.62456, 3.30834], [-0.39335, 2.81050, 2.10553], [-0.84941, 3.33348, 0.60560], [0.47975, 4.13468, 0.18996], [-2.00082, 4.23984, 0.69885], [-0.85029, 2.07499, -0.24425], [-1.26938, 3.53137, 4.63177], [0.38895, 5.05388, 0.46384]], "energy_ev": -115958.151, "total_charge": -1, "multiplicity": 2}